{"formula": "C20H51FN6NbO5", "method": "ωB97M-V/def2-TZVPD", "energy_ev": -45008.91036, "total_charge": -1, "gap_ev": 5.606, "species": ["C", "C", "C", "N", "Nb", "C", "C", "F", "H", "H", "H", "H", "H", "H", "H", "H", "H", "H", "H", "H", "H", "H", "H", "H", "C", "O", "N", "C", "C", "H", "H", "H", "H", "H", "H", "H", "C", "O", "N", "C", "C", "H", "H", "H", "H", "H", "H", "H", "C", "O", "N", "C", "C", "H", "H", "H", "H", "H", "H", "H", "C", "O", "N", "C", "C", "H", "H", "H", "H", "H", "H", "H", "C", "O", "N", "C", "C", "H", "H", "H", "H", "H", "H", "H"], "xyz": [[3.623, 0.213, 6.620], [3.500, 1.725, 6.703], [2.056, 2.208, 6.623], [1.318, 1.601, 5.512], [-0.619, 1.031, 5.703], [-2.853, 1.073, 5.349], [-3.620, 0.319, 6.416], [-4.175, 1.196, 7.380], [2.858, -0.267, 7.231], [3.468, -0.130, 5.603], [4.596, -0.139, 6.953], [3.916, 2.060, 7.656], [4.080, 2.190, 5.903], [2.041, 3.292, 6.509], [1.570, 1.950, 7.566], [1.411, 2.229, 4.718], [-0.499, -0.489, 6.801], [-0.990, 2.077, 7.212], [-0.790, 2.317, 4.358], [-0.574, -0.286, 4.372], [-3.040, 0.617, 4.378], [-3.242, 2.089, 5.330], [-3.010, -0.393, 6.976], [-4.472, -0.230, 6.002], [1.488, 3.171, 1.680], [2.426, 3.438, 2.410], [1.359, 2.017, 0.998], [0.185, 1.765, 0.191], [2.396, 1.013, 1.114], [0.640, 3.856, 1.526], [-0.344, 0.884, 0.562], [0.451, 1.604, -0.854], [-0.483, 2.620, 0.251], [2.516, 0.700, 2.153], [3.356, 1.400, 0.768], [2.115, 0.152, 0.510], [0.239, 1.886, -3.463], [-0.754, 2.515, -3.136], [1.254, 2.390, -4.185], [2.401, 1.575, -4.535], [1.177, 3.774, -4.609], [0.388, 0.828, -3.191], [3.324, 2.004, -4.141], [2.497, 1.487, -5.620], [2.271, 0.588, -4.104], [1.106, 4.443, -3.751], [0.299, 3.946, -5.232], [2.075, 4.012, -5.176], [2.364, -2.477, -4.234], [2.466, -1.481, -3.536], [1.559, -3.510, -3.947], [1.447, -4.679, -4.794], [0.767, -3.444, -2.728], [2.934, -2.610, -5.169], [0.422, -4.805, -5.147], [1.725, -5.588, -4.264], [2.100, -4.560, -5.657], [0.100, -2.582, -2.742], [1.407, -3.350, -1.852], [0.182, -4.358, -2.651], [-0.352, -8.325, -5.442], [0.402, -7.712, -4.711], [-1.689, -8.169, -5.447], [-2.552, -8.919, -6.330], [-2.271, -7.209, -4.522], [0.001, -9.074, -6.171], [-3.114, -8.258, -6.993], [-3.265, -9.527, -5.769], [-1.942, -9.582, -6.942], [-1.888, -6.206, -4.707], [-2.034, -7.469, -3.490], [-3.350, -7.210, -4.655], [-1.415, 5.430, 0.630], [-1.001, 6.041, 1.593], [-2.718, 5.250, 0.336], [-3.143, 4.503, -0.827], [-3.703, 5.817, 1.239], [-0.747, 4.953, -0.111], [-3.742, 5.122, -1.500], [-3.739, 3.633, -0.542], [-2.268, 4.149, -1.372], [-3.594, 6.900, 1.305], [-3.586, 5.411, 2.244], [-4.695, 5.574, 0.865]]}